Record 1
The following is a DFT calculation (wB97M-V/def2-TZVPD) of C5H16AlBBrNO4P as an isolated structure at a distorted geometry.

```
30
Properties=species:S:1:pos:R:3:forces:R:3:nbo_charge:R:1
C 0.432 -2.596 -1.180 -0.27 -0.58 0.53 -0.637
C 1.315 -3.057 0.011 0.55 -0.44 -0.93 -0.057
O 2.249 -2.093 0.476 -1.35 0.36 0.58 -0.776
B 1.653 -0.938 1.092 1.24 -0.56 0.93 0.706
O 1.502 -0.972 2.518 -0.20 0.10 -1.15 -0.975
Al 1.037 0.790 0.083 -1.20 -0.01 -0.59 0.802
C -0.574 1.566 1.073 0.29 0.69 -0.13 -0.954
C -1.807 1.872 0.192 -0.10 -1.05 0.88 0.098
O -1.435 2.672 -0.927 0.28 0.07 0.33 -0.716
C -2.522 0.589 -0.352 -0.14 -0.27 0.64 -0.245
N -2.369 -0.595 0.559 -0.38 0.11 -0.71 -0.832
P 2.887 2.235 -0.026 0.36 1.39 0.49 0.366
O 2.413 3.571 -1.005 0.27 -1.45 0.15 -0.974
Br 4.427 1.002 -1.225 -0.31 0.08 -0.26 -0.358
H -0.327 -1.876 -0.848 0.27 -0.10 -0.24 0.215
H -0.080 -3.504 -1.568 0.15 0.45 0.16 0.184
H 1.009 -2.152 -2.001 -0.02 -0.04 0.42 0.232
H 1.917 -3.909 -0.365 -0.20 0.31 0.33 0.166
H 0.701 -3.454 0.843 0.01 0.21 -0.30 0.141
H 0.907 -1.669 2.800 0.18 -0.47 0.21 0.476
H 0.597 0.424 -1.406 -0.02 -0.07 -0.35 -0.393
H -0.245 2.525 1.539 -0.32 -0.35 -0.25 0.206
H -0.843 0.907 1.919 0.02 0.21 -0.50 0.229
H -2.551 2.384 0.846 0.20 0.18 -0.55 0.126
H -2.172 3.224 -1.169 -0.37 0.25 -0.12 0.456
H -3.617 0.772 -0.433 0.55 0.28 -0.37 0.149
H -2.127 0.331 -1.348 0.03 0.26 0.45 0.211
H -2.374 -1.416 -0.039 0.15 -0.04 0.14 0.348
H -3.237 -0.678 1.079 0.17 -0.02 0.24 0.338
H 3.234 4.043 -1.138 0.18 0.51 -0.03 0.468
```
Positions in Å, forces in eV/Å.

HOMO energy: -3.71 eV
F_max: 1.6 eV/A
Orbital gap: 6.89 eV
LUMO: 0.1169 Eh
Charge: -1

=====

Record 2
The following is a DFT calculation (wB97M-V/def2-TZVPD) of a single C4H9N2P3 molecule at a distorted geometry.

```
18
Properties=species:S:1:pos:R:3:forces:R:3:nbo_charge:R:1
C 2.756 0.056 0.153 -0.37 -1.35 -1.42 -0.679
C 1.204 0.002 0.003 0.86 -0.11 1.79 0.496
N 0.708 0.474 -1.132 1.26 0.63 -0.31 -0.599
C -0.615 0.638 -1.189 -0.87 -0.18 -0.95 -0.134
P -1.147 1.476 -2.806 0.19 -2.58 -1.10 0.300
C -1.508 0.296 -0.288 1.07 -1.08 1.88 -0.143
P -2.563 -0.470 0.875 1.06 2.83 1.56 0.482
N 0.432 -0.432 0.990 -0.69 1.66 -3.43 -0.865
P 0.701 -1.274 2.374 0.51 -1.33 0.16 0.572
H 3.275 0.115 -0.913 -1.02 -0.74 2.46 0.246
H 3.148 0.865 0.716 -0.35 1.54 0.24 0.233
H 3.011 -0.737 0.905 0.24 -0.16 -1.47 0.226
H -2.183 0.396 -3.259 1.43 1.51 0.69 -0.007
H 0.020 0.780 -3.521 -1.65 0.93 0.85 0.041
H -3.494 -0.862 0.058 -2.21 -1.32 -2.08 -0.038
H -3.377 0.727 1.239 0.79 -1.03 -0.02 -0.007
H -0.627 -1.702 2.554 -0.39 -0.88 -0.36 -0.052
H 0.260 -0.347 3.241 0.14 1.65 1.52 -0.070
```
Positions in Å, forces in eV/Å.

HOMO energy: -8.42 eV
F_max: 3.9 eV/A
SMILES: CC(/N=C(/P)C#[PH2])=N\P
Orbital gap: 7.46 eV
LUMO: -0.0350 Eh

=====

Record 3
The following is a DFT calculation (wB97M-V/def2-TZVPD) of C48H43Ge2N7O5Pb as an isolated structure.

```
106
Properties=species:S:1:pos:R:3:forces:R:3:lowdin_charge:R:1
Pb 0.766 -0.291 1.600 -0.48 -0.20 0.04 1.556
O 3.401 -0.891 -3.834 0.01 0.02 0.04 0.072
C 2.428 -1.813 -3.864 0.03 -0.02 0.00 -0.279
C 2.325 -2.596 -5.012 0.00 0.01 0.04 -0.003
C 1.367 -3.587 -5.099 -0.01 0.00 -0.01 -0.055
C 0.482 -3.819 -4.050 0.01 0.00 0.02 -0.072
C 0.545 -3.017 -2.932 0.06 0.00 0.00 -0.033
C 1.495 -1.993 -2.821 -0.09 -0.11 0.01 -0.105
C 1.494 -1.168 -1.610 0.30 0.01 -0.23 -0.401
O 0.381 -1.060 -0.909 -0.28 0.23 0.16 -0.304
N 2.631 -0.605 -1.294 0.08 -0.11 0.03 0.071
N 2.744 -0.036 -0.055 0.49 0.30 -0.13 -0.061
C 3.880 0.551 0.121 -0.19 -0.18 -0.26 -0.085
C 4.413 1.116 1.341 0.07 0.10 0.08 -0.092
C 5.663 1.716 1.220 -0.12 -0.04 -0.08 -0.018
C 6.329 2.269 2.301 -0.01 0.01 0.11 -0.011
C 5.757 2.236 3.592 0.02 0.02 -0.03 -0.041
C 4.544 1.659 3.776 -0.05 -0.03 -0.04 0.035
C 3.802 1.071 2.676 -0.13 0.07 0.06 -0.321
O 2.685 0.568 2.922 0.39 0.01 -0.11 -0.090
H 3.436 -0.532 -2.923 -0.02 -0.01 -0.04 0.071
H 3.028 -2.418 -5.813 0.03 0.00 -0.03 0.124
H 1.317 -4.196 -5.992 0.00 0.00 -0.01 0.112
H -0.251 -4.611 -4.112 -0.02 0.00 0.00 0.109
H -0.143 -3.172 -2.113 0.04 -0.04 -0.01 0.110
H 4.547 0.606 -0.741 0.05 -0.02 0.03 0.135
H 6.126 1.750 0.243 0.02 0.01 -0.01 0.123
H 7.298 2.724 2.156 0.03 0.03 -0.02 0.121
H 6.290 2.673 4.425 0.01 0.00 0.02 0.119
H 4.068 1.609 4.746 -0.02 0.00 0.02 0.129
O -2.633 2.295 3.478 -0.14 0.02 0.12 0.008
C -3.492 1.395 4.015 -0.04 0.03 0.02 -0.259
C -4.665 1.870 4.594 0.02 -0.03 -0.01 -0.009
C -5.562 0.983 5.155 0.03 0.01 -0.03 -0.069
C -5.306 -0.386 5.148 0.01 -0.02 -0.01 -0.081
C -4.141 -0.855 4.577 0.01 -0.05 -0.01 -0.026
C -3.216 0.019 4.000 0.06 0.05 -0.12 -0.096
C -1.968 -0.489 3.380 -0.47 -0.35 0.80 -0.436
O -1.212 0.335 2.745 -0.43 0.44 0.08 -0.271
N -1.692 -1.769 3.574 -0.16 0.37 -0.31 0.069
N -0.524 -2.067 2.961 0.54 -0.54 -0.02 -0.093
C -0.061 -3.249 3.099 -0.13 0.14 0.04 -0.075
C 1.232 -3.608 2.506 0.05 -0.13 -0.01 -0.259
C 1.735 -4.894 2.680 -0.14 0.06 0.04 -0.007
C 2.961 -5.222 2.133 0.12 0.05 -0.08 -0.038
C 3.658 -4.254 1.426 -0.07 -0.09 0.05 -0.037
C 3.087 -2.999 1.301 0.01 -0.01 -0.05 -0.121
N 1.906 -2.674 1.821 0.17 -0.06 -0.02 0.030
H -1.906 1.739 3.103 -0.28 -0.16 -0.01 0.017
H -4.847 2.936 4.592 0.00 0.03 0.01 0.119
H -6.472 1.359 5.603 -0.02 0.01 0.01 0.108
H -6.013 -1.076 5.586 -0.01 -0.01 0.01 0.103
H -3.919 -1.913 4.561 -0.01 0.01 0.01 0.108
H -0.597 -4.000 3.674 -0.04 0.00 0.03 0.129
H 1.161 -5.617 3.242 -0.01 -0.02 0.00 0.119
H 3.366 -6.217 2.255 0.01 -0.01 0.00 0.118
H 4.618 -4.460 0.978 0.03 0.00 -0.01 0.112
H 3.598 -2.221 0.749 0.01 0.01 0.00 0.094
N 3.516 5.612 -1.051 0.10 0.03 -0.13 0.177
C 2.744 5.150 -0.337 -0.08 0.01 0.14 -0.178
C 1.797 4.560 0.566 -0.01 -0.03 -0.04 -0.197
C 1.184 5.296 1.576 0.00 -0.01 0.00 0.012
C 0.299 4.643 2.414 -0.01 0.00 0.00 -0.006
C 0.063 3.291 2.215 0.04 -0.02 0.06 -0.117
N 0.637 2.586 1.239 0.15 0.01 0.05 0.037
C 1.489 3.211 0.436 -0.04 0.02 -0.05 -0.108
H 1.403 6.348 1.695 0.00 0.01 0.00 0.131
H -0.203 5.168 3.214 -0.01 -0.01 0.01 0.122
H -0.612 2.747 2.864 0.37 0.31 -0.08 0.086
H 1.940 2.628 -0.359 0.02 -0.02 -0.01 0.109
C -3.817 1.438 -2.329 0.01 0.01 0.07 -0.232
Ge -2.922 1.126 -0.599 0.10 0.15 -0.19 0.758
C -2.529 2.892 0.140 -0.05 -0.08 -0.03 -0.212
C -4.142 0.095 0.514 0.08 0.02 0.00 -0.213
Ge -1.179 -0.177 -1.760 0.23 -0.12 -0.17 0.982
C -0.228 0.929 -3.048 -0.04 0.01 -0.03 -0.290
C 0.210 0.502 -4.304 -0.04 -0.06 0.01 -0.097
C 0.887 1.368 -5.149 0.01 0.01 0.01 -0.058
C 1.138 2.675 -4.756 0.00 -0.01 -0.02 -0.062
C 0.712 3.116 -3.514 0.00 0.03 0.03 -0.069
C 0.032 2.248 -2.673 0.02 -0.02 0.05 -0.127
C -2.208 -1.676 -2.444 -0.09 -0.02 0.02 -0.342
C -2.854 -2.464 -1.489 0.08 -0.05 -0.04 -0.129
C -3.691 -3.502 -1.870 0.02 0.00 0.02 -0.068
C -3.908 -3.752 -3.217 -0.02 -0.03 -0.02 -0.070
C -3.279 -2.972 -4.176 0.02 -0.01 0.00 -0.071
C -2.431 -1.943 -3.794 -0.06 0.12 0.02 -0.107
H -4.696 2.051 -2.125 -0.04 0.01 -0.01 0.032
H -4.147 0.506 -2.786 -0.01 -0.03 -0.01 0.019
H -3.186 1.974 -3.037 0.03 0.02 0.01 0.023
H -3.407 3.495 -0.098 -0.03 0.04 0.02 0.036
H -1.665 3.370 -0.311 0.05 0.01 -0.04 0.000
H -2.416 2.874 1.218 -0.03 -0.03 0.04 -0.008
H -4.750 0.804 1.077 -0.03 -0.01 0.04 0.035
H -3.645 -0.561 1.222 0.04 -0.05 0.06 0.005
H -4.790 -0.494 -0.133 -0.01 -0.05 0.01 0.027
H 0.055 -0.519 -4.623 -0.07 -0.03 -0.02 0.091
H 1.226 1.018 -6.113 0.01 -0.02 -0.04 0.113
H 1.668 3.347 -5.417 0.02 0.02 -0.02 0.111
H 0.907 4.135 -3.204 0.00 0.01 0.01 0.106
H -0.295 2.597 -1.702 -0.03 0.05 0.04 0.058
H -2.695 -2.277 -0.432 -0.03 0.02 0.05 0.096
H -4.178 -4.108 -1.118 -0.01 -0.01 0.02 0.109
H -4.572 -4.550 -3.519 0.00 -0.01 0.00 0.108
H -3.448 -3.165 -5.228 -0.01 0.00 -0.01 0.110
H -1.955 -1.348 -4.561 0.01 0.04 -0.01 0.097
```
Positions in Å, forces in eV/Å.

HOMO energy (spin up / spin down): -10.05 / -10.05 eV
F_max: 1.0 eV/A
Orbital gap (spin up / spin down): 6.91 / 4.51 eV
Multiplicity: 2
LUMO (spin up / spin down): -0.1156 / -0.2038 Eh
Charge: +1

=====

Record 4
The following is a DFT calculation (wB97M-V/def2-TZVPD) of C4H7FI2 as an isolated structure at a distorted geometry.

```
14
Properties=species:S:1:pos:R:3:forces:R:3:nbo_charge:R:1
C -0.945 -0.786 -0.960 2.29 5.25 -1.23 -0.583
C 1.458 -0.191 -0.163 -1.80 -0.37 -3.69 0.065
C -0.049 -0.361 0.186 0.18 0.27 -0.19 -0.359
C -0.674 0.780 0.916 3.10 2.49 -0.18 -0.349
F 1.990 -1.466 -0.450 -0.33 0.83 0.03 -0.371
I 0.101 1.071 2.925 -0.24 -0.24 -0.36 0.127
I -0.287 2.649 -0.186 -0.15 0.06 0.08 0.058
H -0.928 0.131 -1.705 -0.13 -1.82 1.06 0.201
H -1.897 -0.821 -0.600 -2.78 -0.89 0.64 0.207
H -0.531 -1.583 -1.441 0.56 -2.48 -1.28 0.229
H 1.987 0.222 0.591 1.67 1.02 2.83 0.173
H 1.672 0.554 -1.062 -0.84 -1.88 1.42 0.179
H -0.203 -1.065 0.963 0.73 -1.67 0.67 0.230
H -1.695 0.866 0.985 -2.26 -0.57 0.22 0.193
```
Positions in Å, forces in eV/Å.

HOMO energy: -9.29 eV
F_max: 5.9 eV/A
Orbital gap: 9.09 eV
LUMO: -0.0074 Eh

=====

Record 5
The following is a DFT calculation (wB97M-V/def2-TZVPD) of a 6-piece molecular cluster, C4H20N2O6 overall at a distorted geometry.

```
32
Properties=species:S:1:pos:R:3:forces:R:3:nbo_charge:R:1
N 0.400 0.075 -2.358 -0.07 0.79 1.26 -0.866
C -0.319 0.845 -1.317 0.16 -0.48 0.13 -0.216
C -0.358 0.157 0.047 -1.61 -0.06 -0.98 -0.416
C -1.479 -0.987 -0.005 1.30 -0.27 1.59 -0.156
N -1.346 -1.894 -1.114 0.57 0.42 -0.18 -0.892
C -1.312 -1.776 1.284 -1.18 0.05 0.55 0.464
O -0.799 -2.862 1.332 0.22 -0.22 0.04 -0.569
H 0.043 -0.866 -2.288 -0.04 -0.12 -0.67 0.379
H 0.258 0.526 -3.248 -0.03 -0.39 -0.26 0.357
H -1.389 1.048 -1.559 0.71 0.22 -0.15 0.151
H 0.221 1.755 -1.078 -0.09 0.54 -0.70 0.197
H -0.551 0.994 0.731 -0.56 -0.76 0.25 0.225
H 0.607 -0.205 0.348 0.27 -0.51 -0.12 0.218
H -2.489 -0.614 0.096 -0.27 0.72 -0.31 0.196
H -1.956 -1.748 -1.898 -0.13 -0.26 0.11 0.386
H -1.095 -2.840 -0.877 -0.30 -0.06 -0.01 0.406
H -1.810 -1.378 2.222 0.66 0.17 -0.70 0.125
O -2.325 2.806 -0.034 0.38 0.18 0.43 -0.968
H -3.145 2.326 0.038 -0.47 0.08 -0.60 0.482
H -2.199 3.251 -0.880 -0.49 -0.29 0.14 0.496
O 1.877 -2.689 0.590 0.20 0.43 0.01 -0.949
H 1.262 -2.756 1.330 0.09 -0.22 0.04 0.491
H 1.369 -2.159 -0.035 -0.05 -0.17 -0.26 0.465
O 1.974 0.430 1.943 0.16 -0.09 0.12 -0.955
H 2.579 0.910 2.517 -0.02 0.01 0.00 0.480
H 2.553 -0.005 1.298 -0.27 0.77 0.37 0.471
O 3.767 -0.467 -0.189 0.51 0.75 0.08 -0.950
H 3.698 -0.811 -1.081 -0.24 -0.13 -0.03 0.485
H 3.203 -0.998 0.368 0.02 -1.32 -0.35 0.466
O -0.225 3.637 1.320 -0.02 0.73 0.46 -0.957
H 0.171 2.790 1.130 0.00 -0.30 0.02 0.466
H -1.186 3.506 1.367 0.57 -0.20 -0.28 0.489
```
Positions in Å, forces in eV/Å.

HOMO energy: -9.11 eV
F_max: 2.1 eV/A
SMILES: NCC[C@@H](N)C=O.O.O.O.O.O
Orbital gap: 9.25 eV
LUMO: 0.0050 Eh

=====

Record 6
The following is a DFT calculation (wB97M-V/def2-TZVPD) of a 2-piece molecular cluster, C3H5NO2 overall.

```
11
Properties=species:S:1:pos:R:3:forces:R:3:nbo_charge:R:1
O 2.046 -1.130 -1.472 -0.76 0.23 0.25 -0.498
C 0.966 -0.849 -1.120 0.24 -0.10 -0.16 0.892
N -0.204 -0.562 -0.955 0.52 -0.20 -0.15 -0.574
C -0.975 -0.351 0.225 0.00 -0.01 0.10 -0.325
C -0.147 -0.304 1.493 0.30 -0.04 -0.01 0.426
O 1.052 -0.419 1.501 -0.52 0.02 -0.03 -0.501
H -1.727 -1.145 0.333 0.07 0.10 0.05 0.230
H -1.537 0.591 0.147 0.07 -0.11 0.04 0.231
H -0.724 -0.160 2.428 0.06 0.01 -0.08 0.122
H 0.392 1.887 -1.372 0.06 0.10 0.00 -0.008
H 0.857 2.443 -1.208 -0.05 -0.02 0.00 0.005
```
Positions in Å, forces in eV/Å.

HOMO energy: -10.48 eV
F_max: 0.8 eV/A
SMILES: O=C=NCC=O.[H][H]
Orbital gap: 11.28 eV
LUMO: 0.0294 Eh

=====

Q: Look up the F_max of the fourth one.
A: 5.9 eV/A